# 1
Computed, not measured: a molecular structure, C25H53AsF7O16S5 in a non-equilibrium geometry, with ωB97M-V/def2-TZVPD.

Atoms and positions in Å:
As  -0.62547  -0.14303  -0.60305
F  -1.68867  0.52968  -1.83047
F  0.61317  -0.44520  -1.78665
F  0.42219  -0.95676  0.56668
F  -1.73292  -0.01313  0.77414
F  -1.30260  -1.72719  -0.95083
F  -0.09387  1.46981  -0.26643
C  5.23105  2.26975  -0.68027
C  4.55427  1.00467  -1.25863
C  3.53152  0.55615  -0.21608
O  3.92618  1.22407  0.96749
C  4.54309  2.48282  0.66520
H  5.01443  3.04025  -1.41995
H  6.29745  2.12249  -0.53461
H  5.28746  0.20228  -1.37415
H  4.07184  1.14403  -2.22563
H  3.43757  -0.50884  -0.01035
H  2.53312  0.89830  -0.52169
H  5.18846  2.80236  1.48039
H  3.68083  3.16219  0.67389
O  -2.80063  -3.25877  4.50892
S  -1.94881  -2.18288  4.95313
O  -2.43479  -0.86005  5.23621
O  -1.10468  -2.72741  6.22437
C  -1.57093  -3.93581  6.86110
C  -0.56382  -4.19504  7.98161
C  -0.61272  -2.02678  3.69633
H  -1.52583  -4.75674  6.14441
H  -2.59116  -3.75140  7.19418
H  -0.92089  -4.99823  8.63145
H  -0.52904  -3.32037  8.63007
H  0.40250  -4.48161  7.57816
H  -1.14532  -1.70034  2.81023
H  -0.18236  -3.02123  3.74431
H  -0.01750  -1.27026  4.20476
O  2.48488  2.47568  4.45892
S  1.15493  2.06495  4.07662
O  0.38504  1.11988  4.85757
O  0.26516  3.42949  3.99824
C  -1.09009  3.39512  3.52798
C  -1.80811  4.57722  4.07592
C  1.19600  1.66465  2.33809
H  -1.58125  2.47856  3.87746
H  -1.05941  3.30162  2.43713
H  -1.40053  5.52825  3.74152
H  -1.83078  4.47681  5.16225
H  -2.86169  4.49069  3.79472
H  1.76206  2.43937  1.82985
H  0.16553  1.59257  2.00702
H  1.73017  0.73844  2.14317
O  -6.16897  -1.74907  -2.53026
S  -5.11392  -0.76534  -2.64826
O  -5.21637  0.29178  -3.62618
O  -4.84868  -0.00669  -1.23931
C  -4.89375  -0.76316  0.02546
C  -6.33537  -0.98017  0.41543
C  -3.58404  -1.62967  -2.91294
H  -4.29324  -0.17650  0.71400
H  -4.31757  -1.65214  -0.24191
H  -6.79654  -1.85282  -0.04725
H  -7.00538  -0.16101  0.15930
H  -6.39782  -1.16050  1.49308
H  -3.30099  -2.07376  -1.96484
H  -2.87053  -0.89791  -3.27630
H  -3.69542  -2.39678  -3.67597
O  -0.83668  4.07244  -5.73209
S  -1.70918  2.93262  -5.53239
O  -2.79885  2.62146  -6.43190
O  -0.74940  1.64973  -5.37494
C  -0.72793  0.70422  -6.44777
C  0.29648  -0.35550  -5.97105
C  -2.28535  2.95273  -3.79969
H  -0.36342  1.14809  -7.37401
H  -1.68517  0.20939  -6.59429
H  -0.19960  -1.03494  -5.27984
H  1.17344  0.06678  -5.48237
H  0.71963  -0.92947  -6.79902
H  -1.43744  2.66884  -3.17790
H  -2.99281  2.12872  -3.71130
H  -2.63969  3.87154  -3.34116
O  4.41494  -4.33957  -0.20143
S  3.41206  -4.67593  -1.16652
O  3.70752  -5.07038  -2.52409
O  2.48060  -5.83206  -0.51853
C  2.87901  -7.17593  -0.82809
C  4.12779  -7.59423  -0.04958
C  2.19112  -3.30931  -1.23660
H  2.97146  -7.33441  -1.90052
H  2.07767  -7.82678  -0.47579
H  4.95727  -6.94976  -0.35810
H  4.42122  -8.60887  -0.31040
H  4.01701  -7.37451  1.01004
H  1.90970  -3.00051  -0.23592
H  1.35649  -3.63814  -1.84833
H  2.72264  -2.53297  -1.78349
F  1.16615  7.73494  -0.87875
C  1.05436  6.43126  -1.19113
C  1.83139  5.94775  -2.24442
C  1.65220  4.62462  -2.65700
C  0.71048  3.84588  -2.02998
C  -0.06795  4.35631  -1.01055
C  0.07390  5.66788  -0.59540
H  2.51007  6.70181  -2.62516
H  2.22912  4.18305  -3.45889
H  0.62896  2.81043  -2.33513
H  -0.80682  3.69634  -0.57470
H  -0.40886  6.12905  0.25944

Multiplicity ... 1
Kohn-Sham gap ... 9.5 eV
Lowest unoccupied orbital energy ... 2.13 eV
Charge ... -1

Mulliken population analysis, charges in e, atoms 1 to 99:
1. As 2.2124
2. F -0.4801
3. F -0.5557
4. F -0.4342
5. F -0.5383
6. F -0.5635
7. F -0.2979
8. C -0.5032
9. C -0.6447
10. C 0.3673
11. O -0.4136
12. C -0.3636
13. H 0.2610
14. H 0.2551
15. H 0.2437
16. H 0.3926
17. H 0.3072
18. H -0.3972
19. H 0.4160
20. H 0.1274
21. O -0.6425
22. S 1.0376
23. O -0.5581
24. O -0.2177
25. C -0.2038
26. C -1.2109
27. C -0.5733
28. H 0.3030
29. H 0.3348
30. H 0.3823
31. H 0.3128
32. H 0.3006
33. H 0.0742
34. H 0.3964
35. H 0.2253
36. O -0.6653
37. S 1.1239
38. O -0.5443
39. O -0.3540
40. C 0.3513
41. C -1.4570
42. C -0.4123
43. H 0.2533
44. H 0.0682
45. H 0.3253
46. H 0.3570
47. H 0.4067
48. H 0.0190
49. H -0.0402
50. H 0.4557
51. O -0.6629
52. S 1.2381
53. O -0.6320
54. O -0.2493
55. C -0.0138
56. C -1.3179
57. C -0.5434
58. H 0.2189
59. H 0.2959
60. H 0.3077
61. H 0.3059
62. H 0.3965
63. H 0.1615
64. H -0.0543
65. H 0.4673
66. O -0.6128
67. S 1.0719
68. O -0.6517
69. O -0.1082
70. C -0.3105
71. C -1.0966
72. C -0.1083
73. H 0.3723
74. H 0.3068
75. H 0.2215
76. H 0.2824
77. H 0.3939
78. H -0.4141
79. H 0.1390
80. H 0.5016
81. O -0.5862
82. S 1.1554
83. O -0.6479
84. O -0.2426
85. C -0.4077
86. C -0.9431
87. C -0.9542
88. H 0.3401
89. H 0.2875
90. H 0.2870
91. H 0.3759
92. H 0.2725
93. H 0.2440
94. H 0.4158
95. H 0.3562
96. F -0.3466
97. C 0.5697
98. C -0.5494
99. C -0.8486

---

# 2
Computed, not measured: a molecular structure, C25H53Cl6O3P in a non-equilibrium geometry, with ωB97M-V/def2-TZVPD.

Atoms and positions in Å:
C  24.11112  -22.98299  10.23832
C  24.88986  -22.03821  11.11341
C  24.03604  -20.91864  11.77939
C  22.88066  -21.35423  12.69967
P  21.95397  -19.87243  13.24800
C  23.10292  -18.74316  14.27692
C  23.97291  -17.67488  13.49044
C  24.73297  -16.72672  14.49598
C  23.92256  -15.65833  15.09738
C  21.54614  -18.85513  11.68083
C  20.66296  -19.63393  10.64336
C  20.43076  -18.72167  9.40230
C  19.79004  -19.41415  8.21931
C  20.46114  -20.21080  14.22220
C  19.74379  -21.47225  13.69560
C  18.26553  -21.44830  13.73089
C  17.70106  -21.61838  15.13578
H  24.71057  -23.77430  9.78821
H  23.66918  -22.45386  9.39404
H  23.26959  -23.45428  10.74608
H  25.73034  -21.63524  10.54833
H  25.32964  -22.55977  11.96351
H  23.67695  -20.38449  10.89971
H  24.76134  -20.32693  12.33789
H  23.17695  -21.89842  13.59642
H  22.14747  -21.96859  12.17708
H  23.67882  -19.40405  14.92474
H  22.45161  -18.24235  14.99322
H  23.47980  -17.01352  12.77802
H  24.73544  -18.22608  12.94014
H  25.58184  -16.31154  13.95272
H  25.16110  -17.27161  15.33735
H  23.31617  -15.07199  14.40702
H  24.44405  -14.85800  15.62238
H  23.33756  -16.06511  15.92225
H  22.52092  -18.54269  11.30628
H  21.07057  -17.90882  11.93856
H  19.69625  -19.96449  11.02322
H  21.22837  -20.49908  10.29704
H  21.42657  -18.36144  9.14406
H  19.82841  -17.90321  9.79653
H  20.55520  -20.11557  7.88667
H  19.56612  -18.81604  7.33600
H  18.88697  -19.96584  8.48044
H  19.82738  -19.33006  14.11861
H  20.78763  -20.37179  15.24962
H  20.00573  -22.38189  14.23601
H  19.98591  -21.61726  12.64277
H  17.96973  -22.26156  13.06817
H  17.87453  -20.55404  13.24559
H  18.16208  -20.93545  15.84934
H  17.95289  -22.65475  15.36077
H  16.61457  -21.53091  15.13672
C  22.74432  -22.75096  16.58267
C  22.36646  -22.12432  15.20699
O  22.47158  -20.70897  15.10695
H  23.81483  -22.62540  16.74501
H  22.58968  -23.82655  16.49741
H  22.21158  -22.37009  17.45402
H  21.31324  -22.37326  15.07711
H  22.82792  -22.60076  14.34203
O  26.27106  -25.47384  12.11839
C  25.53226  -24.69665  12.71498
O  25.91979  -23.72855  13.46670
C  24.88182  -23.07211  14.10642
C  23.67977  -23.89440  13.79941
C  24.03904  -24.65220  12.62932
H  24.76432  -22.04148  13.77161
H  25.07731  -23.11014  15.17807
H  22.78777  -23.29393  13.62091
H  23.33962  -24.52709  14.61923
H  23.80460  -24.10386  11.71692
H  23.72377  -25.69560  12.63334
C  21.83156  -22.42955  19.57109
Cl  23.32392  -22.51143  20.52067
Cl  20.96939  -24.03876  19.77822
H  21.18293  -21.66462  19.99801
H  22.09139  -22.23264  18.53099
C  24.60520  -20.68103  16.22569
Cl  26.27704  -21.28418  16.46610
Cl  24.54547  -18.91456  16.05145
H  24.09538  -21.21938  15.42671
H  24.16500  -21.03220  17.15896
C  21.47137  -19.99719  17.11002
Cl  20.37089  -18.75617  17.53207
Cl  22.48127  -20.30013  18.44035
H  20.98664  -20.96075  16.95290
H  21.99001  -19.71700  16.19317

Multiplicity ... 1
Kohn-Sham gap ... 8.5 eV
Lowest unoccupied orbital energy ... 0.31 eV

Just the Mulliken charges please, in e? Sure, here they are:
1. C -1.4314
2. C -1.1181
3. C -0.7190
4. C 0.4288
5. P 2.1635
6. C -1.2876
7. C -0.4994
8. C -0.4352
9. C -1.2887
10. C -1.7844
11. C -0.1767
12. C -0.5262
13. C -1.3362
14. C -0.1816
15. C -0.1375
16. C -1.2455
17. C -1.2243
18. H 0.4643
19. H 0.4544
20. H 0.6730
21. H 0.5897
22. H 0.6515
23. H 0.5461
24. H -0.0834
25. H -2.7267
26. H 1.4443
27. H 0.2033
28. H 0.6286
29. H 0.5354
30. H 0.0435
31. H 0.4849
32. H 0.4389
33. H 0.3364
34. H 0.4143
35. H 0.2368
36. H 0.7424
37. H 0.8030
38. H 0.2363
39. H 0.1256
40. H 0.3242
41. H 0.3687
42. H 0.3162
43. H 0.3958
44. H 0.3109
45. H 0.9135
46. H -0.8866
47. H 0.4830
48. H -0.0593
49. H 0.4915
50. H 0.4572
51. H 0.2304
52. H 0.3276
53. H 0.4394
54. C -2.1830
55. C 1.5380
56. O -0.1852
57. H 0.4074
58. H 0.8313
59. H 0.5449
60. H -0.9918
61. H -1.4817
62. O -0.6783
63. C 0.4121
64. O -0.4628
65. C 0.3439
66. C 0.9954
67. C 0.1208
68. H -0.0802
69. H -0.0951
70. H 1.0650
71. H 0.5480
72. H -1.0925
73. H 0.4991
74. C 0.1948
75. Cl -0.1617
76. Cl -0.2296
77. H 0.3438
78. H -0.8102
79. C 2.3207
80. Cl -0.1951
81. Cl -0.4684
82. H -2.1138
83. H 0.0503
84. C 2.6149
85. Cl -0.2221
86. Cl -0.2404
87. H 0.0799
88. H -1.7742

---

# 3
Computed, not measured: a molecular structure, C25H53N3O18Zr in a non-equilibrium geometry, with ωB97M-V/def2-TZVPD.

Atoms and positions in Å:
Zr  -0.87314  3.28158  1.78348
O  1.37145  0.43007  0.99388
C  1.18911  -0.68413  0.09142
C  0.10993  -0.34143  -1.13657
O  -0.86024  0.65040  -0.79403
H  0.72612  -1.51380  0.62565
H  2.13760  -1.01459  -0.33196
H  -0.31359  -1.26201  -1.53817
H  0.62500  0.10132  -1.98908
C  6.23595  2.26362  5.63320
N  6.45567  2.01893  7.07809
O  6.27803  0.84785  7.40619
O  6.58291  2.98270  7.84660
H  6.05210  3.33614  5.56989
H  5.41681  1.64286  5.27024
H  7.18891  2.01363  5.16685
C  -1.54274  2.14867  -7.01109
N  -1.47888  3.62060  -7.17913
O  -1.83447  4.29341  -6.26442
O  -0.88404  3.97059  -8.21581
H  -2.51184  1.86910  -6.59782
H  -0.80935  1.82044  -6.27455
H  -1.29974  1.63347  -7.94041
C  -1.29260  -7.40505  -4.99027
N  -0.59209  -7.46051  -3.71840
O  0.10051  -6.52694  -3.39106
O  -0.76997  -8.44922  -2.96400
H  -1.69390  -8.37514  -5.28351
H  -0.51269  -7.29326  -5.74351
H  -2.09440  -6.66746  -5.02470
O  2.36027  4.82485  -1.64104
C  2.90297  5.49040  -2.53295
O  4.02199  5.16779  -3.21782
C  4.72287  3.92675  -3.01383
C  6.17406  4.02749  -3.53711
C  2.35333  6.82732  -2.97365
H  4.32079  3.11229  -3.61641
H  4.68642  3.50137  -2.01092
H  6.66907  4.88760  -3.08626
H  6.34261  3.91109  -4.60769
H  6.74562  3.13790  -3.27246
H  1.78930  7.25961  -2.14715
H  1.81948  6.71953  -3.91783
H  3.13993  7.56592  -3.12797
O  -3.10580  0.08373  4.69534
C  -3.72080  -0.86213  5.24647
O  -4.30151  -0.76335  6.40530
C  -4.52000  0.44054  7.00238
C  -5.34798  0.14504  8.25162
C  -3.68729  -2.29663  4.76986
H  -5.18484  1.08278  6.42479
H  -3.56885  0.94027  7.18595
H  -6.26461  -0.38760  7.99824
H  -5.52161  1.08201  8.78081
H  -4.77330  -0.43033  8.97744
H  -3.04010  -2.42148  3.90173
H  -4.70026  -2.63304  4.54891
H  -3.37219  -2.93100  5.59833
O  11.34629  0.53136  3.85529
C  12.10252  -0.08991  3.12493
O  11.72947  -1.11270  2.28398
C  10.45236  -1.66273  2.31194
C  9.45413  -0.93848  1.42760
C  13.57946  0.27133  2.99591
H  9.99380  -1.76231  3.29576
H  10.51457  -2.65157  1.85763
H  8.45824  -1.38039  1.45967
H  9.78337  -0.92193  0.38865
H  9.41518  0.06125  1.86017
H  14.15551  0.24479  3.92088
H  13.59306  1.29717  2.62768
H  14.11511  -0.34622  2.27494
O  -6.15132  2.88922  0.88776
C  -7.26769  2.52729  0.42774
O  -7.65545  2.75404  -0.87812
C  -6.73421  3.24655  -1.83921
C  -7.58421  3.78839  -3.02843
C  -8.32314  1.90800  1.31476
H  -6.02015  2.48244  -2.14638
H  -6.13743  4.07728  -1.46261
H  -8.32894  4.53293  -2.74713
H  -7.97293  2.86885  -3.46597
H  -6.98304  4.35093  -3.74275
H  -7.95704  0.99390  1.78219
H  -9.09696  1.59390  0.61430
H  -8.77858  2.65624  1.96346
O  -6.98108  -3.83229  -1.34808
C  -6.11870  -4.13293  -2.21679
O  -5.26260  -5.23899  -2.24967
C  -5.31929  -6.18114  -1.16688
C  -5.98610  -7.51040  -1.64485
C  -5.87042  -3.33429  -3.40172
H  -5.88425  -5.79990  -0.31624
H  -4.33009  -6.43279  -0.78445
H  -6.13327  -8.20956  -0.82166
H  -5.54854  -8.11111  -2.44222
H  -6.97864  -7.24010  -2.00525
H  -4.82016  -3.05885  -3.30586
H  -6.54429  -2.48986  -3.54639
H  -5.97054  -3.97800  -4.27563

Multiplicity ... 1
Kohn-Sham gap ... 1.5 eV
Lowest unoccupied orbital energy ... -11.27 eV
Charge ... +2

Mulliken population analysis, charges in e, atoms 1 to 99:
1. Zr 1.8908
2. O -0.3847
3. C -0.1533
4. C -0.2138
5. O -0.3764
6. H 0.2998
7. H 0.3056
8. H 0.3209
9. H 0.2953
10. C -0.6880
11. N 0.8369
12. O -0.4917
13. O -0.4948
14. H 0.3080
15. H 0.2559
16. H 0.2738
17. C -0.6617
18. N 0.8348
19. O -0.5182
20. O -0.4845
21. H 0.2688
22. H 0.2522
23. H 0.3087
24. C -0.7022
25. N 0.8184
26. O -0.5060
27. O -0.4864
28. H 0.3146
29. H 0.3134
30. H 0.2493
31. O -0.6383
32. C 0.7631
33. O -0.2554
34. C -0.2166
35. C -1.1523
36. C -0.9621
37. H 0.2481
38. H 0.3138
39. H 0.3116
40. H 0.3248
41. H 0.3802
42. H 0.3017
43. H 0.2594
44. H 0.3288
45. O -0.6569
46. C 0.7628
47. O -0.2221
48. C -0.1472
49. C -1.2202
50. C -1.0002
51. H 0.2593
52. H 0.2953
53. H 0.3137
54. H 0.3865
55. H 0.3307
56. H 0.2776
57. H 0.3070
58. H 0.3200
59. O -0.5511
60. C 0.6761
61. O -0.3223
62. C -0.2202
63. C -1.0608
64. C -0.9218
65. H 0.3306
66. H 0.2922
67. H 0.3490
68. H 0.2805
69. H 0.2870
70. H 0.3069
71. H 0.2587
72. H 0.2952
73. O -0.6429
74. C 0.6616
75. O -0.2375
76. C -0.1940
77. C -1.1113
78. C -0.8641
79. H 0.2743
80. H 0.2616
81. H 0.3140
82. H 0.2914
83. H 0.3764
84. H 0.2879
85. H 0.3097
86. H 0.2750
87. O -0.5841
88. C 0.7545
89. O -0.2842
90. C -0.2355
91. C -1.0991
92. C -0.9722
93. H 0.3164
94. H 0.3011
95. H 0.3589
96. H 0.2928
97. H 0.3050
98. H 0.2439
99. H 0.3106

---

Across the entries above, energy above the lowest of the compared OMol25 structures with the same formula, charge and spin takes the values 66.4; 1009.7; 1853.8 kJ/mol, respectively.